Record 1
The following is a DFT calculation (wB97M-V/def2-TZVPD) of a cluster of 5 separate species, C4H17N2O6 in total at a distorted geometry.

XYZ file:
```
29
Properties=species:S:1:pos:R:3:mulliken_charge:R:1
O 2.074 -1.127 -1.082 -0.695
O -0.440 -1.269 -0.449 -0.621
O -0.694 -3.870 -0.245 -0.725
O 1.908 1.158 -2.488 -0.665
O 2.437 2.386 0.410 -0.678
O 1.029 -1.204 2.810 -0.638
N -0.352 0.498 2.372 -0.247
N -1.863 0.600 -0.805 -0.414
C -0.063 -0.831 2.403 0.260
C -1.223 -0.630 -1.351 -0.376
C -1.100 1.439 0.087 0.312
C -1.488 1.063 1.626 -0.882
H 1.759 1.710 0.503 0.383
H 1.094 -1.261 -0.676 0.402
H 2.199 2.868 -0.394 0.307
H -2.276 1.143 -1.556 0.205
H -2.448 0.585 1.642 0.428
H -0.003 1.523 -0.040 -0.497
H 2.422 -1.877 -0.575 0.275
H -1.514 2.446 -0.001 0.513
H -1.587 2.072 2.145 0.304
H -0.486 -0.264 -2.059 0.066
H -0.315 -3.611 0.601 0.287
H -2.091 -1.156 -1.831 0.146
H -0.840 -1.545 2.079 0.275
H 2.635 0.580 -2.207 0.329
H 1.169 0.550 -2.524 0.312
H 0.512 1.015 2.289 0.213
H -0.454 -2.989 -0.683 0.421
```

Spin multiplicity ... 1
E_LUMO ... 3.4277 eV
Frontier orbital gap ... 8.03 eV
Total charge ... -1
Maximum force ... 4.17 eV/A
E ... -723.5803 Eh

Record 2
The following is a DFT calculation (wB97M-V/def2-TZVPD) of a cluster of 4 separate species, C4H17NO3 in total at a distorted geometry.

XYZ file:
```
25
Properties=species:S:1:pos:R:3:lowdin_spin:R:1
O 3.235 1.942 -5.060 0.000
O 0.748 2.145 -0.840 0.008
O -1.017 -3.951 -4.678 0.000
N 0.511 -0.483 1.426 0.705
C -1.516 0.834 1.896 0.017
C -0.305 0.174 2.521 0.067
C -2.940 0.229 2.116 0.002
C 1.984 -0.671 1.756 0.070
H 2.206 2.010 -4.993 0.000
H -1.277 0.696 0.764 0.002
H 1.073 1.655 -0.066 0.001
H 2.495 -0.376 0.773 0.031
H 0.057 -1.279 1.191 0.022
H -3.017 -0.907 1.795 0.001
H -3.351 0.215 3.128 0.001
H -1.595 1.887 2.159 0.003
H 2.130 0.157 2.546 0.001
H 2.363 -1.618 2.064 0.022
H 0.304 1.017 2.925 0.003
H -0.771 -3.675 -5.651 0.000
H -0.503 -0.628 3.336 0.043
H 3.597 2.753 -4.837 0.000
H -3.561 0.925 1.554 0.000
H -0.838 -4.841 -4.610 0.000
H -0.010 1.789 -1.214 0.000
```

Spin multiplicity ... 2
E_LUMO (spin up / spin down) ... -3.2566 / -8.6033 eV
Frontier orbital gap (spin up / spin down) ... 9.99 / 4.64 eV
<S²> ... 0.754
Total charge ... +1
Maximum force ... 6.26 eV/A
E ... -442.6586 Eh

Record 3
The following is a DFT calculation (wB97M-V/def2-TZVPD) of a cluster of 5 separate species, C4H17NO5S in total at a distorted geometry.

XYZ file:
```
28
Properties=species:S:1:pos:R:3:mulliken_charge:R:1
S -0.468 -2.870 0.504 -0.748
O -1.410 2.562 0.832 -1.090
O 0.048 -0.157 -2.909 -0.541
O -1.554 1.740 -1.680 -0.752
O -1.075 1.112 2.864 -0.817
O 0.852 -0.568 3.483 -0.677
N 1.822 0.442 -0.247 -0.413
C 1.599 1.651 -1.046 -0.876
C 1.230 -0.831 -0.739 0.080
C -0.190 -1.173 -0.220 0.098
C 1.128 -0.787 -2.289 -0.856
H -1.836 0.524 2.850 0.250
H 1.408 0.716 0.638 0.316
H -2.383 1.246 -1.565 0.319
H 0.414 -1.345 3.112 0.276
H -0.937 -1.072 -1.020 0.129
H -0.421 -0.548 0.687 -0.347
H 2.001 -1.547 -0.477 0.339
H 2.021 -0.232 -2.584 0.427
H 0.346 0.232 3.191 0.380
H 1.204 -1.826 -2.681 0.348
H -1.177 1.749 1.992 0.439
H 2.629 2.075 -1.333 0.226
H -1.521 1.942 -0.654 0.433
H 1.031 1.709 -1.972 0.343
H 1.212 2.554 -0.584 0.227
H -0.633 3.133 0.755 0.162
H -0.541 0.340 -2.281 0.322
```

Spin multiplicity ... 1
E_LUMO ... 5.9504 eV
Frontier orbital gap ... 5.85 eV
Total charge ... -2
Maximum force ... 3.45 eV/A
E ... -991.6986 Eh

Which of these has the highest E?
C4H17NO3

total charge of number 1 (C4H17N2O6)?
-1